Below is C32H44BF5N6O2S8Se2W as an isolated structure, with properties calculated with wB97M-V/def2-TZVPD.

Structure (ORCA input):
```
! RIJCOSX wB97M-V def2-TZVPD def2/J DEFGRID3
* xyz 0 1
C 7.54 13.75 13.11
C 14.01 10.41 17.80
C 6.34 8.12 16.50
N 8.39 13.05 12.21
H 9.73 7.42 17.00
C 7.73 8.21 10.27
C 9.31 12.35 12.94
H 14.65 9.76 18.41
C 15.42 8.33 10.10
C 14.63 10.64 16.44
H 6.66 14.29 12.81
S 10.37 5.11 13.02
S 13.09 9.88 12.95
H 9.67 11.74 10.05
H 8.28 10.15 19.26
H 9.08 15.32 10.82
C 8.72 7.21 16.63
F 14.35 11.22 8.18
C 8.81 9.44 8.26
C 15.34 9.25 9.05
H 6.10 13.09 10.59
H 8.77 6.76 7.38
C 14.86 8.56 11.34
H 14.61 13.33 15.51
C 12.27 11.02 15.50
H 5.57 8.65 17.09
C 8.66 8.09 9.06
C 9.53 12.80 10.00
Se 11.25 8.80 10.48
H 7.71 5.12 8.25
H 9.66 12.37 18.25
C 7.68 8.19 17.21
C 12.44 13.21 15.17
H 16.65 10.92 17.16
H 15.64 12.40 17.19
C 14.56 10.39 9.18
H 8.30 7.91 19.29
H 15.63 8.75 16.42
H 8.45 6.16 16.93
H 14.07 8.70 15.73
N 13.60 11.40 15.68
O 7.54 9.97 7.93
H 7.06 6.86 18.69
W 10.61 8.93 12.96
S 10.72 11.44 12.40
F 15.96 9.01 7.87
H 6.78 8.69 10.00
C 13.72 12.73 15.40
C 8.27 13.34 10.71
C 8.18 14.83 10.48
H 9.40 13.01 8.93
B 10.02 12.38 15.49
H 10.66 7.23 8.68
H 6.37 8.58 15.52
C 10.01 7.56 9.51
H 7.57 7.22 10.71
H 6.95 12.49 9.13
H 7.13 7.49 7.68
F 16.19 7.26 9.92
S 11.63 9.42 15.44
C 7.40 7.89 18.70
H 12.12 14.19 14.96
S 9.41 6.91 12.71
H 15.33 9.38 14.73
O 7.59 5.87 8.82
H 7.33 15.29 11.00
N 8.31 9.57 17.17
H 10.07 13.45 16.04
H 13.81 11.42 18.25
H 16.27 11.68 15.61
C 14.07 9.69 11.50
S 12.44 7.26 13.44
S 8.54 9.54 14.42
H 6.97 11.64 10.69
C 14.01 10.64 10.44
C 14.94 9.29 15.78
C 8.79 10.15 16.06
Se 8.26 9.38 11.68
H 6.66 8.55 19.12
F 13.29 11.75 10.53
C 8.58 10.41 18.27
H 9.85 6.70 10.20
H 13.06 9.88 17.71
S 11.70 5.65 14.45
H 7.98 15.00 9.40
N 9.30 11.34 16.39
F 15.18 7.72 12.34
H 9.37 9.27 7.32
C 8.01 7.01 8.13
H 8.80 7.20 15.57
H 6.03 7.06 16.35
H 9.36 10.18 8.80
N 11.57 12.14 15.28
H 7.10 9.43 7.27
C 15.83 11.51 16.59
H 7.61 13.92 15.24
C 7.01 12.59 10.23
H 10.46 13.23 10.33
N 9.14 12.70 14.22
C 8.05 13.50 14.32
C 9.21 11.51 17.79
*
```



Below is C32H44BaN3O2S as an isolated structure, with properties calculated with wB97M-V/def2-TZVPD.

Structure (ORCA input):
```
! RIJCOSX wB97M-V def2-TZVPD def2/J DEFGRID3
* xyz 1 1
C 8.45 9.04 9.88
C 7.76 14.90 10.89
C 9.59 10.49 14.03
C 10.16 10.24 8.56
H 7.11 6.62 11.89
C 8.35 16.22 10.63
C 10.54 10.17 15.01
H 9.92 12.36 8.62
H 6.75 8.38 12.03
H 10.21 16.12 12.66
H 11.34 9.49 14.69
H 6.45 7.34 8.44
C 10.48 10.84 16.19
C 8.40 11.93 15.49
O 6.85 10.39 11.14
H 10.89 8.42 6.65
C 7.86 10.26 10.33
C 8.05 13.77 9.92
H 11.21 10.84 16.98
H 8.59 15.57 13.17
H 8.73 19.00 10.60
H 8.73 15.27 4.87
H 13.54 9.59 7.84
H 7.10 18.18 13.32
C 8.41 14.19 8.57
H 9.67 10.05 13.02
H 12.43 8.45 8.54
C 9.57 11.42 8.94
N 9.39 11.64 16.40
C 12.64 9.50 8.44
H 11.03 15.53 6.75
C 8.44 17.22 11.82
H 10.42 10.00 5.82
O 7.08 14.58 11.87
N 8.60 11.37 14.22
S 7.19 13.02 15.82
C 8.99 16.03 6.83
H 5.72 8.56 9.60
C 7.46 7.63 11.77
C 9.60 9.07 9.04
H 11.19 12.13 6.64
H 8.89 17.46 9.05
H 9.16 19.10 12.21
H 10.25 18.23 11.15
C 9.25 16.45 12.91
C 8.60 16.51 9.37
H 9.30 17.12 13.76
C 8.64 15.49 8.25
H 9.34 12.11 17.27
H 6.46 18.13 11.66
H 5.81 6.84 9.99
H 9.19 13.94 5.94
C 10.44 16.40 6.72
N 7.93 12.56 10.43
C 7.74 7.71 10.18
H 9.63 6.75 10.31
H 7.59 14.75 6.03
H 8.34 17.43 5.41
C 8.47 11.44 9.82
H 8.34 7.71 12.37
H 7.16 17.09 6.66
C 6.38 7.63 9.49
C 11.46 10.26 7.68
H 12.14 9.28 5.80
C 8.18 17.27 6.45
H 12.83 9.90 9.43
C 9.18 18.44 11.41
H 8.35 5.63 10.47
C 11.87 11.69 7.34
H 11.98 12.28 8.20
H 10.74 17.10 7.50
C 8.66 6.55 9.87
C 7.06 17.58 12.42
H 8.34 13.39 7.86
H 12.85 11.57 6.81
H 8.43 18.06 7.09
C 11.19 9.44 6.37
H 8.86 6.28 8.82
H 10.15 8.15 8.74
Ba 6.45 12.19 12.65
C 8.60 14.93 5.90
H 6.51 16.73 12.69
H 10.49 16.96 5.76
*
```



Below is C32H44Br21FNO7P3 as an isolated structure, with properties calculated with wB97M-V/def2-TZVPD.

Structure (ORCA input):
```
! RIJCOSX wB97M-V def2-TZVPD def2/J DEFGRID3
* xyz 0 1
H -5.19 -0.71 3.21
H -6.37 0.49 3.68
Br 4.23 6.67 -6.70
H 1.42 4.38 2.31
O 1.34 -3.47 -0.49
H 3.86 0.45 4.72
H -6.77 -2.31 2.62
Br 3.80 -5.85 -1.01
H 3.21 -1.91 -3.63
H -0.83 -2.88 -3.27
H 1.61 1.37 5.48
Br -1.68 -2.47 3.53
H -2.01 -2.36 5.97
Br -4.89 0.89 -3.71
H 2.20 -1.15 -0.42
Br 5.67 5.84 3.32
Br -0.46 -0.45 5.66
C 3.31 3.00 -4.85
O 0.42 -5.17 -2.22
C 0.91 -4.41 0.53
C 2.97 -2.34 -2.67
H 2.37 -3.37 1.75
C -2.44 1.10 1.32
Br 3.22 7.50 2.18
C -7.17 -1.41 3.08
C -1.52 2.00 2.06
C 4.17 6.96 3.76
C -5.24 -2.78 -0.15
H 2.49 3.05 1.79
C 2.70 6.03 -1.86
C 3.34 1.30 4.29
H 1.13 -1.34 2.38
Br 5.60 -6.05 -3.62
H 2.51 -1.90 1.64
O -0.04 0.09 -1.06
C -4.21 -0.54 -0.06
H -6.04 -2.97 0.58
C -1.96 0.30 0.28
P 0.94 -3.81 -2.01
H -0.17 -4.44 0.54
C 4.25 -2.57 -1.88
C -5.20 -1.43 -0.79
C -6.16 -0.30 2.97
H 0.69 -3.31 2.36
H -8.13 -1.14 2.65
Br 2.40 2.11 -3.40
Br 1.24 7.19 -1.37
Br 2.68 9.26 -5.71
H 1.28 -5.41 0.33
C -0.29 -2.56 -2.39
C -2.83 -0.52 -0.44
N 2.07 -1.10 2.09
H 4.44 -3.63 -1.69
H 4.56 7.85 4.24
H -3.12 -1.83 -2.15
H -1.85 -0.68 -2.31
C -4.60 -0.45 -5.06
H -4.15 1.73 2.46
H 3.56 4.00 -4.51
Br 1.33 6.38 -5.46
C 4.21 -6.89 -2.57
C -1.29 -2.41 -1.22
H 5.09 -2.16 -2.43
O -4.46 -3.65 -0.39
H 3.32 -6.91 -3.18
Br 4.66 -8.70 -2.13
C -0.51 0.38 0.01
P 2.17 0.33 1.15
F -7.35 -1.73 4.42
H 2.32 -1.62 -2.17
H -0.79 -2.18 -0.29
H 0.17 -1.61 -2.63
H 2.72 3.90 3.37
Br -2.74 -0.86 -5.24
H -6.38 1.35 1.57
Br -5.64 -2.03 -4.72
C 1.44 -3.92 1.86
C -1.13 -2.23 5.36
H 1.65 -4.79 2.48
C 2.51 7.50 -6.47
C 0.39 0.85 1.11
P 0.83 2.43 3.51
Br 4.97 2.13 -5.29
C 2.02 3.54 2.63
H 2.33 5.35 -2.62
C -0.08 1.64 2.09
H 3.64 2.21 4.79
H 1.50 0.14 4.25
H -4.91 -1.59 -1.82
O 2.21 -3.55 -2.92
C -4.68 0.26 1.01
H 3.65 1.40 3.25
H 4.22 -2.09 -0.90
Br 3.27 4.95 -0.37
Br 0.14 -3.57 5.89
C -6.10 0.30 1.52
H 2.08 7.62 -7.46
H -6.79 -0.26 0.91
C 1.83 1.16 4.43
Br 3.00 6.10 5.03
Br 2.18 3.20 -6.38
C -2.33 -1.35 -1.60
H -6.19 -0.97 -0.84
Br 4.16 7.02 -2.63
O -1.94 2.98 2.61
C -3.78 1.10 1.67
H -4.94 -0.04 -6.01
O 2.57 -0.26 -0.32
H -1.79 -3.37 -1.18
*
```



Below is C32H44BrFGeKN9O4 as an isolated structure, with properties calculated with wB97M-V/def2-TZVPD.

Structure (ORCA input):
```
! RIJCOSX wB97M-V def2-TZVPD def2/J DEFGRID3
* xyz -2 1
O 2.32 -0.65 -0.67
C -0.28 0.84 4.46
H -6.30 -1.57 1.47
H 2.91 1.93 2.23
H 3.55 -0.40 -3.07
H -3.93 -5.05 -0.06
N 6.55 2.23 -1.74
C -0.10 5.00 -1.55
C 4.67 2.79 -0.36
C -0.74 6.15 -1.15
C -6.04 -1.43 -1.76
C 1.44 3.48 -0.50
H -2.99 -6.77 -1.53
C 4.00 1.63 -1.04
C 0.58 -6.00 -0.89
H -1.58 7.22 0.54
O 3.79 -2.34 -0.66
N 4.80 0.69 -1.77
H 0.96 -3.23 -2.73
H -0.96 6.91 -1.90
N -0.17 1.25 3.18
H 1.21 -5.69 -0.04
H 2.00 -4.67 -2.64
H -2.14 5.01 1.65
C 1.30 -4.04 -2.08
H -5.61 1.84 -0.90
N -2.07 -4.97 -0.97
C 3.36 -1.26 -1.06
O 6.71 0.35 -2.99
C 1.71 2.69 0.71
K 0.01 -0.36 -0.73
N 0.16 -4.86 -1.68
H -4.68 -1.16 2.07
N 0.18 4.03 -0.58
H 0.82 2.25 5.65
H -1.70 -2.15 1.84
C -2.45 -5.94 -1.99
H -0.09 2.20 2.85
F 4.02 4.64 0.97
C 4.16 3.25 0.99
H -3.71 -3.63 -1.11
H 4.99 -1.24 -2.46
Br -0.51 4.34 -3.39
H -6.05 -0.85 -2.68
H -1.83 -2.44 -0.90
H 1.83 -3.61 -1.23
C -3.00 -0.52 -0.92
C -0.82 3.90 0.44
C -3.21 -4.30 -0.39
H -6.71 1.06 0.27
C -0.51 -0.84 3.03
C -5.23 -1.59 1.24
H -1.57 -6.32 -2.49
C 3.68 2.98 -1.57
H -0.62 -1.19 5.24
H -4.92 -2.63 1.14
H -5.12 1.68 0.78
C 5.14 2.96 2.07
H -2.91 -0.82 -1.97
H -0.91 2.58 5.55
H -3.11 -5.48 -2.74
C 2.86 2.59 1.37
H 4.23 3.25 -2.46
C -0.96 -4.15 -1.24
N -0.32 0.24 2.30
O 6.82 3.81 -0.14
H -2.70 0.54 -0.87
H 3.22 1.12 -0.50
H 1.16 -6.69 -1.50
H -0.29 -6.53 -0.49
Ge -4.84 -0.57 -0.43
C -5.66 1.18 -0.03
H -0.74 -2.96 3.10
H 0.87 2.13 1.11
N 5.84 2.69 2.93
H 7.51 2.38 -2.00
C -0.16 1.79 5.61
N -0.93 -2.89 -1.12
H -1.24 2.92 0.66
C -0.49 -0.52 4.41
C -1.39 5.06 0.86
C -1.17 6.28 0.17
C 4.18 -0.58 -2.19
H -2.91 -3.70 0.46
H 2.11 4.29 -2.30
H 0.03 -2.37 1.63
C -0.74 -2.16 2.37
H -5.69 -2.44 -1.99
C 2.37 3.65 -1.47
H -7.06 -1.50 -1.36
C 6.09 3.01 -0.69
H -0.32 1.25 6.55
C 6.03 1.01 -2.23
*
```



For reference, relative energy (zero: lowest compared OMol25 entry of this formula, charge and spin) by record: 0.0; 32.5; 0.0; 129.0 kJ/mol.
For reference, orbital gap by record: 5.7431; 5.6754; 6.8679; 4.9097 eV.
For reference, F_max by record: 2.86; 3.34; 1.53; 1.14 eV Å⁻¹.